(1)
The following is a quantum chemistry calculation of a cluster of 8 separate species, C21H42Br8O5 in total at a distorted geometry, from OMol25.

Charge ... -1
HOMO level (spin up / spin down) ... -0.46 / -5.90 eV
Multiplicity ... 2
LUMO (spin up / spin down) ... 2.2 / 2.2 eV
⟨S²⟩ ... 0.755

```
76
C21H42Br8O5 (ωB97M-V/def2-TZVPD)
C 4.560 -0.577 -0.599
C 4.519 0.936 -0.313
O 3.828 1.468 0.549
C 5.459 1.874 -1.088
H 3.606 -1.052 -0.369
H 5.342 -0.941 0.066
H 4.901 -0.815 -1.607
H 5.322 2.954 -1.022
H 5.424 1.699 -2.163
H 6.446 1.615 -0.704
C 2.142 -0.526 2.807
C 1.175 -0.341 3.914
O 0.098 0.240 3.700
C 1.601 -0.693 5.317
H 3.081 -0.123 3.185
H 1.774 0.040 1.951
H 2.354 -1.577 2.608
H 2.403 -0.034 5.649
H 2.123 -1.650 5.333
H 0.736 -0.705 5.980
C -3.349 -5.059 -0.117
C -2.026 -4.485 -0.514
O -1.030 -4.744 0.147
C -1.990 -3.682 -1.771
H -3.449 -4.728 0.917
H -3.177 -6.135 -0.150
H -4.200 -4.712 -0.704
H -0.961 -3.503 -2.086
H -2.621 -2.793 -1.770
H -2.331 -4.277 -2.618
O -0.978 5.401 -2.219
C -0.291 4.827 -3.086
O 1.033 4.555 -3.049
C 1.793 4.910 -1.900
C 2.080 3.742 -1.013
C -0.894 4.161 -4.321
H 1.338 5.538 -1.134
H 2.739 5.362 -2.199
H 2.628 4.100 -0.142
H 2.701 2.959 -1.449
H 1.313 3.272 -0.398
H -0.397 3.194 -4.398
H -0.719 4.736 -5.231
H -1.966 3.968 -4.276
Br -1.397 -3.176 5.066
C -2.566 -1.875 4.077
C -2.675 -2.554 2.678
Br -3.369 -1.172 1.359
H -2.217 -0.856 4.245
H -3.573 -1.893 4.491
H -3.452 -3.313 2.771
H -1.818 -3.091 2.270
Br -4.878 4.490 3.839
C -4.329 3.440 2.252
C -3.950 1.994 2.714
Br -5.614 1.215 3.356
H -3.354 3.862 2.009
H -4.968 3.432 1.369
H -3.194 2.008 3.500
H -3.461 1.327 2.004
Br -1.422 -3.536 -5.015
C 0.494 -3.071 -5.162
C 0.876 -2.503 -3.800
Br 2.778 -1.947 -3.818
H 0.613 -2.258 -5.877
H 1.069 -3.943 -5.475
H 0.733 -3.315 -3.087
H 0.245 -1.661 -3.517
Br 0.886 -1.961 -0.443
C -0.329 -0.374 -0.855
C -0.371 0.418 0.321
Br -1.573 2.020 0.121
H -1.308 -0.819 -1.032
H 0.002 0.062 -1.797
H 0.653 0.752 0.489
H -0.671 -0.103 1.231
```

(2)
The following is a quantum chemistry calculation of a cluster of 8 separate species, C21H42F12N4O15S4 in total at a distorted geometry, from OMol25.

Charge ... 0
HOMO level ... -5.38 eV
LUMO ... -3.3 eV

```
98
C21H42F12N4O15S4 (ωB97M-V/def2-TZVPD)
C 5.984 -3.458 1.106
C 5.618 -2.178 0.449
O 4.891 -1.340 0.845
N 6.512 -1.718 -0.736
H 7.108 -2.500 -1.006
H 6.000 -1.364 -1.539
C 7.521 -0.686 -0.275
H 5.097 -4.106 1.058
H 6.176 -3.280 2.163
H 6.790 -3.970 0.584
H 7.570 0.216 -0.869
H 8.456 -1.228 -0.158
H 7.314 -0.402 0.757
C 1.931 -0.945 2.309
C 1.153 -0.616 1.083
O 1.293 0.256 0.286
N 0.177 -1.665 0.809
H 0.795 -2.501 0.795
H -0.470 -1.739 1.606
C -0.646 -1.627 -0.390
H 1.992 -0.132 3.031
H 2.943 -1.272 2.063
H 1.511 -1.786 2.863
H -1.404 -0.869 -0.215
H -1.019 -2.598 -0.691
H -0.020 -1.282 -1.218
C 1.106 -1.470 -3.599
C 1.102 -0.006 -3.393
O 0.188 0.728 -3.495
N 2.449 0.550 -2.947
H 2.758 -0.109 -2.210
H 3.215 0.382 -3.609
C 2.469 1.907 -2.332
H 2.024 -1.855 -4.055
H 0.183 -1.901 -3.960
H 1.278 -1.916 -2.589
H 1.950 1.825 -1.379
H 1.924 2.606 -2.962
H 3.484 2.283 -2.246
C -2.441 1.789 -0.790
C -2.654 3.260 -1.139
C -3.281 3.459 -2.501
N -3.279 4.877 -2.989
C -1.899 5.307 -3.423
C -3.756 5.943 -1.991
C -4.653 6.872 -2.803
C -5.341 5.862 -3.680
C -4.179 5.050 -4.209
H -2.470 1.679 0.294
H -1.453 1.442 -1.089
H -3.247 1.194 -1.216
H -1.675 3.760 -1.159
H -3.172 3.865 -0.393
H -4.322 3.130 -2.547
H -2.781 2.888 -3.289
H -1.647 4.672 -4.269
H -1.237 5.148 -2.580
H -1.943 6.356 -3.693
H -2.891 6.408 -1.531
H -4.374 5.465 -1.233
H -4.025 7.581 -3.354
H -5.326 7.475 -2.200
H -6.026 6.174 -4.470
H -6.013 5.226 -3.090
H -3.651 5.650 -4.946
H -4.499 4.120 -4.671
C 1.239 -5.331 -1.718
F -0.002 -4.850 -1.772
F 1.165 -6.522 -1.132
F 1.740 -5.446 -2.942
S 2.339 -4.262 -0.681
O 2.548 -3.016 -1.441
O 1.580 -4.091 0.548
O 3.544 -5.047 -0.511
C -1.007 1.353 3.161
F -0.691 1.642 1.836
F 0.130 1.458 3.833
F -1.875 2.301 3.506
S -1.836 -0.339 3.245
O -0.721 -1.279 3.305
O -2.664 -0.259 4.381
O -2.526 -0.453 1.957
C 0.779 -2.809 5.782
F -0.153 -3.485 5.145
F 1.827 -3.599 6.102
F 1.311 -1.898 4.909
S 0.057 -1.913 7.251
O 1.155 -1.150 7.822
O -1.017 -1.111 6.685
O -0.449 -3.002 8.064
C -3.466 -4.254 2.544
F -4.139 -4.729 1.483
F -2.707 -5.272 3.007
F -2.607 -3.310 2.096
S -4.527 -3.627 3.979
O -5.242 -4.842 4.331
O -3.596 -3.111 4.937
O -5.358 -2.632 3.315
```

(3)
The following is a quantum chemistry calculation of a structure of composition C21H42GeN6OPPdS3 at a distorted geometry, from OMol25.

Charge ... +3
HOMO level ... -16.09 eV
LUMO ... -9.7 eV
Relative energy (zero: lowest compared OMol25 entry of this formula, charge and spin) ... 0.2696 eV

```
76
C21H42GeN6OPPdS3 (ωB97M-V/def2-TZVPD)
Pd 0.256 1.240 -0.066
N 3.005 -0.476 -1.425
C 3.196 0.382 -0.425
N 2.257 1.167 0.108
C 2.781 1.869 1.216
C 4.098 1.667 1.442
S 4.746 0.546 0.307
C 1.816 2.648 1.969
C 1.990 3.481 3.026
S 0.466 4.098 3.557
C -0.325 3.188 2.328
N 0.500 2.507 1.536
N -1.648 3.159 2.185
H 2.103 -0.555 -1.878
H 3.762 -1.053 -1.757
H 4.724 2.075 2.219
H 2.901 3.772 3.523
H -2.249 3.649 2.828
H -2.030 2.439 1.586
C -2.890 2.800 -2.019
P -3.070 1.451 -0.860
C -4.425 1.837 0.239
C -3.523 -0.021 -1.763
O -1.794 1.243 0.002
H -3.876 3.148 -2.332
H -2.336 2.479 -2.900
H -2.364 3.631 -1.548
H -5.362 1.816 -0.320
H -4.320 2.833 0.670
H -4.483 1.099 1.040
H -4.466 0.155 -2.284
H -3.667 -0.858 -1.079
H -2.762 -0.274 -2.498
C 0.480 0.366 -5.351
N 1.129 1.363 -4.514
C 2.056 2.338 -5.121
C 2.460 3.224 -3.932
N 1.855 2.507 -2.794
C 1.065 1.518 -3.207
S 0.017 0.496 -2.236
H 1.241 -0.203 -5.884
H -0.164 0.869 -6.072
H -0.112 -0.309 -4.742
H 1.544 2.886 -5.910
H 2.900 1.802 -5.556
H 2.047 4.230 -4.002
H 3.538 3.289 -3.811
H 1.795 2.891 -1.868
C 0.201 -5.799 1.095
C 0.483 -4.419 0.521
C -0.800 -3.619 0.317
C -0.546 -2.219 -0.286
Ge 0.309 -1.094 1.035
C -0.590 -0.427 2.619
C -0.934 -1.601 3.561
C 0.267 -2.461 3.931
C -0.105 -3.566 4.908
H 1.117 -6.372 1.223
H -0.457 -6.369 0.437
H -0.282 -5.723 2.071
H 0.997 -4.505 -0.441
H 1.177 -3.884 1.187
H -1.355 -3.543 1.256
H -1.452 -4.165 -0.371
H -1.470 -1.733 -0.605
H 0.100 -2.307 -1.162
H 1.814 -1.313 1.202
H -1.485 0.122 2.324
H 0.092 0.273 3.111
H -1.715 -2.220 3.111
H -1.375 -1.174 4.466
H 1.051 -1.826 4.355
H 0.704 -2.920 3.025
H -0.490 -3.147 5.838
H 0.754 -4.186 5.156
H -0.876 -4.215 4.489
```